1.
A molecular structure, C26H32BN8OPdS2, computed with ωB97M-V/def2-TZVPD.

```
71
Properties=species:S:1:pos:R:3:forces:R:3
Pd 0.03815 0.61328 -0.35799 0.14 -0.02 -0.10
C 3.62939 2.44483 -1.68245 0.00 0.00 -0.01
C 2.39375 2.47961 -1.03898 0.01 -0.02 0.00
N 1.82913 1.27635 -1.09399 -0.10 0.01 0.05
N 2.65058 0.46284 -1.77108 0.01 -0.03 0.03
C 3.74599 1.14196 -2.13425 -0.01 0.02 -0.03
B 2.23914 -0.99966 -2.09413 0.00 0.02 -0.01
N 0.80259 -0.92993 -2.69516 0.01 -0.03 0.01
C 0.37675 -1.49939 -3.83007 0.00 0.01 -0.02
C -0.97025 -1.23720 -3.98930 0.01 0.01 0.00
C -1.31099 -0.47828 -2.87441 -0.01 -0.01 0.01
N -0.23757 -0.30414 -2.10680 -0.02 0.04 0.01
N 2.26545 -1.88088 -0.84760 0.00 0.03 0.02
C 3.01040 -2.98464 -0.63313 -0.01 0.00 -0.01
C 2.66330 -3.50507 0.59257 -0.01 -0.01 0.00
C 1.66968 -2.63257 1.06047 0.02 -0.03 -0.02
N 1.43884 -1.65636 0.19498 -0.03 -0.01 0.09
H 4.32550 3.25285 -1.81968 0.00 0.00 0.00
H 1.88994 3.29336 -0.54296 0.00 0.00 0.00
H 4.52279 0.65738 -2.70097 0.00 0.00 0.01
H 2.98300 -1.43989 -2.92245 0.00 0.00 0.00
H 1.06541 -2.05177 -4.44624 0.00 0.00 0.00
H -1.61139 -1.54828 -4.79397 0.00 0.00 0.00
H -2.25956 -0.06561 -2.57739 0.00 0.00 0.00
H 3.72019 -3.32154 -1.37012 0.00 0.00 0.00
H 3.05600 -4.38658 1.06790 0.00 0.00 0.00
H 1.10604 -2.68216 1.97993 0.00 0.01 0.00
C -2.95890 0.33982 3.19048 -0.01 0.00 -0.01
N -2.84020 1.57318 2.41343 -0.02 0.00 -0.05
C -2.67798 2.79654 3.20033 0.00 0.00 0.00
C -2.64931 1.53384 1.08705 0.07 -0.01 0.06
S -2.14104 0.03591 0.34883 0.03 -0.02 0.00
N -2.91187 2.62507 0.36055 -0.01 0.02 -0.01
C -2.52097 2.72339 -1.04229 -0.02 0.01 -0.01
C -3.93860 3.59263 0.75734 0.01 0.00 -0.01
H -3.40963 0.59647 4.14728 0.00 0.00 0.00
H -1.98766 -0.12667 3.35807 0.00 0.01 0.00
H -3.59761 -0.37430 2.67922 0.00 0.00 0.00
H -2.07047 2.55440 4.07151 -0.01 0.00 0.00
H -3.62997 3.20316 3.54294 -0.01 0.00 -0.01
H -2.14751 3.54411 2.61662 0.00 -0.01 0.01
H -1.51419 2.34110 -1.19056 -0.01 0.01 0.00
H -2.54414 3.77439 -1.32299 -0.01 0.00 0.00
H -3.21291 2.16578 -1.67689 0.00 0.00 0.00
H -4.56939 3.17461 1.53532 0.00 0.00 0.01
H -4.56163 3.78870 -0.11393 0.00 0.00 0.00
H -3.51132 4.53585 1.09758 0.00 0.00 0.00
O 0.48218 1.54834 1.43791 0.02 0.09 0.02
S 0.77192 0.58759 2.60118 -0.01 -0.08 0.01
C 0.51569 1.62393 4.02443 0.01 0.01 -0.02
C 0.02157 1.03416 5.17713 0.01 0.00 0.00
C -0.19527 1.82584 6.29800 0.00 0.00 0.00
C 0.07020 3.18607 6.24412 0.00 0.00 0.00
C 0.56223 3.76331 5.07747 0.00 0.01 -0.01
C 0.79287 2.98218 3.95770 0.00 0.00 0.02
C 2.54001 0.39426 2.69835 -0.04 -0.03 -0.02
C 3.01252 -0.63727 3.49631 0.00 -0.01 -0.01
C 4.38005 -0.83118 3.59487 0.01 0.01 0.00
C 5.24946 -0.01141 2.88621 -0.01 -0.01 0.01
C 4.75660 1.00911 2.08604 -0.01 0.02 -0.01
C 3.38886 1.22308 1.99054 0.03 0.01 0.01
H -0.19454 -0.02739 5.20243 0.00 0.00 0.00
H -0.57572 1.38023 7.20714 0.00 0.00 0.00
H -0.10350 3.80242 7.11602 0.00 0.00 0.00
H 0.77182 4.82416 5.04573 0.00 0.00 0.00
H 1.17107 3.41375 3.04016 0.00 0.00 0.00
H 2.32620 -1.28938 4.02416 0.00 0.00 -0.01
H 4.76670 -1.63154 4.21087 0.00 0.00 0.00
H 6.31660 -0.17470 2.95434 0.00 0.00 0.00
H 5.43518 1.64208 1.52966 0.00 0.00 0.00
H 2.98941 2.00720 1.36600 -0.01 0.01 -0.02
```
Forces are in eV/Å.

The calculation puts the largest force on an atom at 0.175 eV/A. For the relative energy (zero: lowest compared OMol25 entry of this formula, charge and spin), the calculation gives 0.000 eV. For the total energy, the calculation gives -67272.948 eV. Its charge is +1.



2.
2 unconnected molecules or ions with the total composition C3H10NOS, computed with ωB97M-V/def2-TZVPD.

```
16
Properties=species:S:1:pos:R:3:forces:R:3
C -1.32329 -0.70968 0.54541 -3.45 -1.36 0.40
N -1.54107 0.73040 0.59601 -1.23 -0.37 -1.82
C -0.65816 1.33761 -0.49086 -1.50 2.12 0.09
C -0.06976 0.50237 -1.70424 3.37 3.77 3.06
S 1.11963 -0.64303 -1.05805 1.65 -1.38 -0.15
H -1.35037 -1.19519 -0.46259 0.00 0.53 0.81
H -2.04983 -1.29082 1.21254 0.32 0.96 -0.72
H -0.41973 -0.91497 0.98340 2.09 -0.72 0.47
H -2.55895 0.91684 0.38535 1.60 -0.27 0.05
H -1.27017 2.28515 -0.81918 1.11 -1.44 0.21
H 0.15412 1.71262 0.14131 0.40 0.01 -0.85
H 0.61839 1.21408 -2.29481 -1.59 -0.50 0.65
H -0.73768 0.10088 -2.32951 -2.89 -1.52 -2.27
H 0.63014 -0.02595 2.05981 1.38 -0.70 0.99
H 1.92373 -0.93983 2.10758 -1.63 1.29 1.01
O 1.28012 -0.43360 2.70886 0.37 -0.42 -1.94
```
Forces are in eV/Å.

The calculation puts the largest force on an atom at 5.906 eV/A. For the relative energy (zero: lowest compared OMol25 entry of this formula, charge and spin), the calculation gives 2.156 eV. For the total energy, the calculation gives -17645.287 eV. Its charge is -1.



3.
A molecular structure, C12H28Cs3N4O8S, computed with ωB97M-V/def2-TZVPD.

```
56
Properties=species:S:1:pos:R:3:forces:R:3
Cs -5.18598 0.18077 -1.95550 0.16 0.16 0.45
Cs -1.51533 3.84376 1.17155 0.22 0.03 -0.19
Cs -1.84794 -0.39918 -4.28614 0.48 0.05 0.11
S -1.64205 1.06505 -1.06335 0.75 1.81 -1.27
O -0.74219 1.03114 0.10434 -0.42 -0.54 0.18
O -0.85365 1.38957 -2.28212 -0.15 -0.71 0.04
O -2.36213 -0.22512 -1.30800 -0.17 -0.34 0.13
O -2.65202 2.14750 -0.90875 -0.56 -0.54 0.44
C -1.44450 -3.54896 -1.58223 -0.52 0.59 -0.76
C -2.64504 -3.90735 -0.72958 0.10 0.06 0.33
O -2.99692 -5.03565 -0.46804 0.00 -0.03 0.01
N -3.30341 -2.78470 -0.29261 0.06 -0.27 -0.54
C -4.30211 -2.84146 0.74517 0.21 0.38 0.32
H -1.52113 -2.46551 -1.72749 0.53 -0.10 -0.17
H -1.52301 -4.03627 -2.55767 0.03 -0.15 0.14
H -0.47335 -3.77861 -1.16251 -0.05 -0.22 0.31
H -2.86105 -1.90656 -0.52466 -0.03 0.17 0.42
H -3.83011 -2.82709 1.73255 -0.11 -0.16 0.01
H -4.90459 -3.73653 0.64379 -0.06 -0.07 -0.02
H -4.93292 -1.94645 0.69498 -0.08 -0.15 -0.05
C 2.61958 6.00634 0.81264 0.04 -0.58 0.13
C 1.86303 5.17306 -0.21190 0.13 0.10 0.63
O 0.65826 5.34935 -0.39415 0.00 -0.04 -0.06
N 2.57466 4.21751 -0.83495 -0.07 0.44 0.46
C 2.02859 3.36148 -1.84059 0.42 -0.92 -0.63
H 2.20519 5.77800 1.79922 -0.12 0.23 -0.11
H 2.49578 7.06223 0.59920 -0.10 0.07 0.00
H 3.68158 5.76829 0.87644 0.00 0.05 -0.22
H 3.46810 3.96820 -0.44984 0.19 0.24 -0.11
H 0.99339 3.59539 -2.04023 -0.13 0.09 0.03
H 2.11391 2.31852 -1.53112 -0.26 -0.02 0.09
H 2.62708 3.44039 -2.75381 -0.22 0.16 -0.03
C 2.18184 -0.62446 -2.32113 -0.35 -0.60 -0.49
C 3.06508 -0.56230 -1.09614 0.46 0.51 0.04
O 4.27489 -0.76321 -1.17715 -1.06 -0.01 0.29
N 2.42618 -0.26714 0.07671 -0.02 -0.11 -0.64
C 3.12253 -0.32750 1.32745 0.45 -0.03 0.46
H 2.71666 -0.24141 -3.18931 0.05 0.27 0.15
H 1.18401 -0.16438 -2.24127 0.41 0.04 0.21
H 2.04737 -1.69189 -2.55623 -0.06 0.14 0.19
H 1.46608 0.05414 0.07849 0.09 -0.08 -0.25
H 3.89077 -1.09814 1.27517 0.03 0.06 -0.07
H 2.44007 -0.60613 2.13025 -0.06 0.18 -0.02
H 3.62087 0.61693 1.56866 -0.06 -0.06 0.08
C 0.64489 -2.74229 1.44203 -0.24 -0.06 -0.51
C -0.32268 -2.27967 2.49589 0.06 0.54 0.16
O -0.41526 -2.83497 3.57668 -0.24 0.13 -0.21
N -1.06343 -1.16858 2.17202 0.04 -0.62 -0.43
C -2.02297 -0.66710 3.10488 0.32 0.09 1.39
H 1.64112 -2.85565 1.85890 0.00 -0.05 0.09
H 0.68194 -2.05864 0.59144 0.05 -0.08 0.07
H 0.31354 -3.71680 1.07561 0.07 -0.02 0.13
H -0.90840 -0.64459 1.32204 0.13 -0.09 -0.02
H -2.72539 0.04513 2.68865 -0.03 -0.03 -0.44
H -1.49533 -0.16985 3.93188 -0.20 0.09 -0.02
H -2.55410 -1.48859 3.58985 -0.11 0.00 -0.21
```
Forces are in eV/Å.

The calculation puts the largest force on an atom at 2.333 eV/A. For the relative energy (zero: lowest compared OMol25 entry of this formula, charge and spin), the calculation gives 0.000 eV. For the total energy, the calculation gives -47718.116 eV. Its charge is +1.



4.
8 unconnected molecules or ions with the total composition C53H85IN4O12, computed with ωB97M-V/def2-TZVPD.

```
155
Properties=species:S:1:pos:R:3:forces:R:3
C -4.06710 2.80918 -5.10234 -1.14 0.68 0.30
O -3.16009 2.28067 -6.13407 -0.52 -0.83 2.13
C -2.59833 0.97811 -5.66561 0.41 0.61 -0.14
C -1.28570 0.66492 -6.59820 -0.08 0.59 -0.66
C -1.22640 -0.85045 -7.22589 0.52 0.00 0.71
C -1.59587 -2.04004 -6.13441 0.53 0.00 -0.55
C -0.70667 -3.37022 -6.57064 -0.49 -0.41 0.37
C -1.43153 -4.77667 -6.03448 0.83 1.24 0.27
C -1.00321 -4.93143 -4.44401 -0.02 0.69 -0.13
C 0.38447 -5.78721 -4.21754 -0.45 -0.83 -0.54
C 0.51189 -6.50042 -2.74346 0.47 -0.21 -0.41
C 1.05468 -5.51245 -1.54696 -1.24 -0.51 0.89
C -0.20580 -4.55344 -1.01230 0.36 0.44 -0.27
C 0.24256 -3.63823 0.29425 0.95 2.36 2.25
C -0.31532 -3.91817 1.84656 2.27 2.72 -0.20
I -1.76079 -5.58691 2.17726 1.45 1.57 -0.41
C 0.10274 -3.02712 3.15716 2.56 1.22 -4.07
N -0.34738 -3.23319 4.58193 -2.20 -1.55 -1.92
C -1.81356 -2.96253 4.80054 -3.61 -0.73 5.71
C -2.86313 -2.31832 3.69632 -0.34 -0.01 0.30
O -2.35625 -3.20872 6.02585 3.89 1.36 -7.58
C 0.13308 -4.52519 5.18845 -1.03 -5.38 1.98
C 1.75127 -4.58204 5.60686 -1.27 0.61 0.28
O -0.58737 -5.61137 5.47003 3.84 7.11 -1.92
C 1.18410 -1.77497 2.90928 -0.18 -1.00 -1.83
C 1.65658 -0.89315 4.24992 -0.26 -1.32 -0.22
C 0.52178 0.29247 4.48909 2.10 -0.21 0.31
N -0.18168 0.00197 5.81144 -0.57 1.10 -1.28
N 1.27912 1.60037 4.56021 -1.74 -0.44 0.05
N -0.39718 0.25502 3.27972 -0.33 1.77 1.99
C 1.78257 -1.40028 1.39592 -2.03 -2.76 0.22
C 1.28239 -2.34167 0.10668 -0.30 -0.12 2.42
C 1.90034 -1.87753 -1.36392 -1.87 -0.66 -5.17
O 1.29594 -2.16157 -2.55130 3.42 1.32 7.38
C 3.29627 -0.96938 -1.52001 2.89 2.10 0.48
C 4.19483 -0.89485 -2.89548 1.12 2.00 2.12
C 5.56181 0.05738 -3.04129 -2.01 0.40 4.15
C 6.04738 0.97512 -1.75341 -4.09 -2.87 0.40
C 5.13388 0.88755 -0.35564 -1.03 -1.84 -2.71
C 3.79145 -0.05901 -0.24788 0.91 -0.80 -2.70
C 2.82481 -0.13659 1.11499 1.03 4.62 2.61
O 2.94028 0.93756 1.93598 -0.96 -6.93 -4.67
H -4.93144 2.02784 -4.85296 1.91 1.46 -0.39
H -4.62753 3.78555 -5.48929 1.48 -2.16 0.50
H -3.51078 3.14525 -4.11215 -0.94 -0.93 -2.01
H -3.45611 0.16623 -5.76057 1.88 1.49 0.32
H -2.25549 1.15053 -4.54501 -0.83 -0.71 -2.17
H -1.32804 1.43093 -7.51032 -0.01 -1.60 1.99
H -0.29258 0.95249 -6.00942 -2.18 -0.89 -1.14
H -1.91775 -0.93158 -8.17208 1.29 0.13 1.89
H -0.10860 -1.06247 -7.56812 -2.37 0.56 0.60
H -1.31052 -1.71023 -5.03832 -0.46 -0.59 -2.23
H -2.75061 -2.26568 -6.12503 2.27 0.35 -0.16
H -0.52585 -3.39372 -7.74697 -0.50 0.11 2.54
H 0.32764 -3.28589 -6.02240 -1.82 -0.13 -1.25
H -1.07271 -5.69417 -6.67443 -0.81 1.72 1.31
H -2.58336 -4.59565 -6.14141 2.14 -0.66 0.21
H -1.92394 -5.34943 -3.83858 2.03 0.50 -1.07
H -0.80912 -3.83677 -4.04757 -0.51 -2.14 -0.71
H 0.36300 -6.66475 -5.01813 0.07 1.73 1.64
H 1.35384 -5.15407 -4.47148 -2.11 -1.14 0.68
H 1.26601 -7.41306 -2.86664 -1.47 2.01 0.35
H -0.53041 -7.00345 -2.45339 2.19 1.27 -0.51
H 1.29639 -6.22203 -0.61938 -0.24 1.64 -1.97
H 1.98631 -4.86261 -1.82792 -1.83 -1.36 0.38
H -1.08690 -5.29272 -0.79944 1.67 1.59 0.14
H -0.59842 -3.82099 -1.86942 1.17 -1.52 2.01
H -2.70433 -2.69672 2.60133 0.01 0.98 2.14
H -2.85791 -1.12798 3.76771 0.27 -2.73 -0.23
H -3.96725 -2.65586 3.99991 2.70 0.65 -0.40
H 2.42992 -4.23948 4.71494 -1.31 -0.73 1.79
H 1.97437 -5.65781 6.01106 -0.49 2.12 -1.13
H 1.86389 -3.83611 6.52226 -0.18 -1.41 -2.03
H 2.74677 -0.46968 4.15140 -2.35 -0.67 -0.25
H 1.67644 -1.63951 5.17702 -0.29 1.56 -2.06
H 0.46016 0.19743 6.61624 -0.61 -0.19 -1.24
H -0.93492 0.74056 5.86673 0.99 -1.03 0.21
H 1.71406 1.67896 5.50921 -0.63 0.27 -1.25
H 0.53889 2.34928 4.43449 1.35 -0.93 0.59
H -1.33397 0.55955 3.64343 0.96 -0.35 -0.60
H -0.09282 1.02923 2.63660 -0.17 -1.05 0.82
H 3.89983 -1.48742 -3.87038 0.46 1.25 2.41
H 6.19749 0.13498 -4.03200 -1.63 -0.31 2.15
H 6.98682 1.68792 -1.79509 -2.22 -1.69 0.07
H 5.44520 1.51349 0.58922 -0.79 -1.41 -2.14
C -3.09416 6.56948 -7.05884 0.22 -0.46 0.17
C -3.59178 7.02680 -5.71367 0.40 -0.86 1.28
C -4.42068 8.28270 -5.67085 -0.12 0.01 0.50
O -3.33110 6.39846 -4.68896 -0.37 0.79 -1.25
H -2.51047 5.65091 -6.93658 -0.12 0.19 0.03
H -3.94131 6.36070 -7.71704 0.05 0.24 -0.09
H -2.45121 7.33670 -7.49758 -0.19 0.03 -0.12
H -5.32693 8.15020 -6.26723 0.15 0.13 -0.15
H -3.83683 9.12620 -6.04778 -0.15 -0.05 -0.17
H -4.70987 8.49136 -4.63541 0.09 -0.07 -0.21
C -5.84272 -5.19153 3.48237 0.41 0.32 0.02
C -6.71372 -4.05518 3.01725 0.59 1.29 -0.20
C -8.16914 -4.35183 2.77248 -0.13 0.50 -0.15
O -6.25384 -2.92769 2.84387 -0.57 -1.31 0.25
H -4.81758 -4.83083 3.61794 -0.21 -0.09 -0.01
H -6.20884 -5.57281 4.43895 -0.04 -0.15 -0.15
H -5.83751 -5.98662 2.73249 -0.13 -0.08 0.16
H -8.63887 -4.69570 3.69748 0.03 -0.19 -0.14
H -8.26755 -5.10951 1.99102 -0.05 -0.10 0.20
H -8.67474 -3.43868 2.44105 0.13 -0.19 0.07
C 5.03266 3.60462 6.88207 -0.18 0.00 -0.55
C 3.74704 3.12319 7.49987 -1.23 -0.31 -0.50
C 3.70980 2.97507 8.99749 -0.50 -0.20 -0.32
O 2.76483 2.86093 6.80759 1.17 0.29 0.79
H 4.91298 3.66355 5.79505 0.00 -0.03 0.23
H 5.27737 4.59990 7.26157 0.14 -0.16 0.11
H 5.83909 2.90228 7.10765 0.02 0.18 0.15
H 3.89558 3.94233 9.47120 0.25 -0.21 0.05
H 4.45730 2.24471 9.31728 -0.02 0.35 0.05
H 2.71976 2.61986 9.30238 0.19 0.09 -0.10
C 9.86570 2.44939 -3.76692 -0.32 0.40 -0.16
C 9.04625 1.35572 -4.39830 -1.30 0.29 -0.79
C 9.55146 -0.05589 -4.26303 -0.38 -0.20 -0.24
O 8.00399 1.60591 -5.00153 1.24 -0.34 0.81
H 9.38029 3.41492 -3.94450 0.09 -0.23 0.02
H 9.93546 2.28596 -2.68854 0.22 -0.06 -0.08
H 10.86281 2.47168 -4.21388 0.02 -0.09 0.22
H 9.60721 -0.33089 -3.20672 0.21 0.02 -0.07
H 10.53456 -0.14517 -4.73207 0.03 -0.01 0.22
H 8.85932 -0.73877 -4.76695 0.15 0.16 0.11
C -4.36759 7.00216 -11.23614 0.20 0.18 0.42
C -5.63526 6.49058 -10.60562 -0.28 0.16 1.57
C -6.63209 5.81020 -11.50539 -0.34 -0.10 0.37
O -5.84833 6.62342 -9.40157 0.27 -0.16 -1.49
H -3.74299 7.46936 -10.46736 -0.15 -0.11 -0.16
H -3.81273 6.17228 -11.68100 -0.09 0.12 -0.17
H -4.60635 7.75100 -11.99557 0.07 -0.19 -0.11
H -6.17808 4.92720 -11.96223 -0.02 0.16 -0.16
H -6.97169 6.50592 -12.27680 0.14 -0.15 -0.11
H -7.49742 5.49305 -10.91383 0.22 0.08 -0.11
C -6.75290 0.34664 4.01691 0.26 0.29 -0.25
C -5.88914 0.56223 5.23087 1.13 1.02 -0.10
C -6.21283 -0.23863 6.46376 0.37 0.18 0.30
O -4.95484 1.36201 5.21595 -1.06 -0.98 0.03
H -6.40278 0.99102 3.20353 -0.06 -0.13 0.20
H -6.68447 -0.69476 3.69243 -0.19 0.01 0.06
H -7.78922 0.60623 4.24749 0.00 -0.21 0.00
H -6.12032 -1.30611 6.24824 -0.19 0.04 0.01
H -7.22507 -0.00512 6.80330 -0.02 -0.20 -0.10
H -5.50737 0.02055 7.26029 -0.14 -0.06 -0.20
C 7.44902 3.57318 12.42121 -0.31 0.38 -0.15
C 6.62957 2.47951 11.78983 -1.28 0.32 -0.72
C 7.13479 1.06791 11.92510 -0.38 -0.21 -0.26
O 5.58731 2.72971 11.18660 1.46 -0.32 0.95
H 6.96361 4.53871 12.24363 0.09 -0.24 0.03
H 7.51878 3.40976 13.49959 0.21 -0.05 -0.09
H 8.44613 3.59547 11.97425 0.03 -0.09 0.22
H 7.19053 0.79291 12.98141 0.22 0.03 -0.08
H 8.11788 0.97862 11.45606 0.04 -0.01 0.23
H 6.44264 0.38503 11.42118 0.14 0.17 0.12
```
Forces are in eV/Å.

Its SMILES is COCCCCCCCCCCCc1c(I)c(N(C(C)=O)C(C)=O)c(CC(N)(N)N)c2c1C(=O)c1ccccc1C2=O.CC(C)=O.CC(C)=O.CC(C)=O.CC(C)=O.CC(C)=O.CC(C)=O.CC(C)=O. The calculation puts the largest force on an atom at 8.630 eV/A. For the total energy, the calculation gives -94942.523 eV. Its charge is 0.